1.
A structure of composition C19H16F3HfN7O7S2, computed with the ωB97M-V functional and the def2-TZVPD basis.

Values from the calculation:
calculated total energy = -75863.1854 eV
net charge = 0
max |F| = 0.88 eV/Å
multiplicity = 1
HOMO = -8.2242 eV
HOMO-LUMO gap = 7.4 eV
LUMO energy = -0.86 eV

Each line ends with the Mulliken charge.
Geometry (Å):
1 Hf -0.185 0.075 -0.099  1.61
2 N 2.464 0.379 3.758  -0.41
3 C 1.625 -0.105 2.816  0.85
4 S 2.261 -0.506 1.270  -0.54
5 N 0.371 -0.258 3.185  -1.87
6 N -0.416 -0.701 2.179  1.04
7 C -1.514 -1.265 2.510  -0.87
8 C -2.396 -1.769 1.468  1.12
9 C -3.652 -2.259 1.784  -1.00
10 C -4.455 -2.727 0.757  -0.36
11 C -3.980 -2.676 -0.543  -0.94
12 C -2.726 -2.131 -0.773  -0.07
13 N -1.945 -1.687 0.207  0.19
14 H 3.451 0.329 3.590  0.24
15 H 2.127 0.442 4.704  0.26
16 H -1.791 -1.366 3.555  0.33
17 H -3.983 -2.266 2.813  0.47
18 H -5.443 -3.117 0.965  0.43
19 H -4.575 -3.025 -1.374  0.45
20 H -2.351 -2.021 -1.780  0.40
21 O -0.690 -0.989 -4.129  -0.70
22 C -0.388 -0.970 -2.964  0.37
23 O -0.835 -0.147 -2.053  -0.75
24 C 0.500 -2.042 -2.371  0.84
25 C 0.991 -3.078 -3.140  -1.18
26 C 1.684 -4.094 -2.509  -0.30
27 C 1.836 -4.042 -1.131  -0.96
28 C 1.333 -2.957 -0.438  -0.34
29 N 0.689 -1.955 -1.048  0.53
30 H 0.807 -3.058 -4.204  0.55
31 H 2.089 -4.923 -3.075  0.44
32 H 2.350 -4.825 -0.591  0.44
33 H 1.460 -2.869 0.630  0.50
34 F -1.587 2.891 2.138  -0.19
35 C -2.337 3.413 1.167  0.67
36 F -1.842 4.607 0.844  -0.24
37 F -3.574 3.576 1.638  -0.24
38 S -2.358 2.295 -0.320  1.23
39 O -1.168 2.621 -1.068  -0.63
40 O -3.645 2.468 -0.899  -0.64
41 O -2.155 0.957 0.321  -0.73
42 C 2.279 4.147 1.021  -0.98
43 N 2.308 3.189 -0.076  0.31
44 C 3.190 3.308 -1.133  -0.16
45 C 3.248 2.415 -2.129  -1.12
46 C 2.371 1.241 -2.115  0.52
47 O 2.367 0.363 -2.956  -0.61
48 N 1.507 1.208 -1.034  0.27
49 C 1.488 2.116 -0.065  0.80
50 O 0.645 1.905 0.865  -0.78
51 H 2.498 5.140 0.634  0.39
52 H 3.009 3.881 1.786  0.30
53 H 1.286 4.142 1.460  0.25
54 H 3.820 4.186 -1.097  0.40
55 H 3.937 2.534 -2.950  0.44



2.
A structure of composition C19H16F3In2O3 in a non-equilibrium geometry, computed with the ωB97M-V functional and the def2-TZVPD basis.

Values from the calculation:
calculated total energy = -44540.9398 eV
net charge = +5
max |F| = 4.72 eV/Å
multiplicity = 1
HOMO = -18.1266 eV
HOMO-LUMO gap = 1.4 eV
LUMO energy = -16.78 eV

Each line ends with the Mulliken charge.
Geometry (Å):
1 In -7.114 -3.884 -7.606  1.00
2 In -4.163 -10.899 -1.316  1.00
3 O -0.332 -3.947 -2.351  -0.38
4 C -1.499 -4.513 -2.706  0.81
5 O -1.644 -5.662 -2.218  -0.38
6 O -2.390 -3.992 -3.446  -0.35
7 H -0.062 -4.624 -1.725  0.34
8 F -2.164 1.545 6.776  -0.19
9 C -1.897 1.244 5.498  0.38
10 C -2.408 0.111 4.907  -0.15
11 C -2.044 -0.159 3.508  -0.44
12 C -1.392 0.833 2.790  -0.34
13 C -0.987 2.002 3.459  -0.17
14 C -1.307 2.217 4.815  -0.29
15 H -3.031 -0.546 5.496  0.44
16 H -2.425 -1.017 2.974  0.39
17 H -1.165 0.747 1.738  0.40
18 H -0.433 2.816 3.014  0.40
19 H -1.020 3.093 5.377  0.43
20 F 7.205 -1.724 4.962  -0.14
21 C 6.753 -2.237 3.762  0.66
22 C 7.648 -2.673 2.822  -0.44
23 C 7.103 -3.289 1.711  -0.24
24 C 5.799 -3.397 1.427  -0.17
25 C 4.904 -2.775 2.339  -0.21
26 C 5.371 -2.266 3.508  -0.42
27 H 8.724 -2.722 2.901  0.45
28 H 7.763 -3.641 0.932  0.38
29 H 5.394 -3.988 0.618  0.42
30 H 3.858 -2.777 2.071  0.37
31 H 4.667 -1.918 4.249  0.42
32 F -4.234 2.444 -5.719  -0.19
33 C -3.724 3.632 -5.408  0.64
34 C -3.452 3.923 -4.071  -0.22
35 C -2.870 5.164 -3.668  -0.33
36 C -2.585 6.130 -4.599  -0.35
37 C -2.788 5.794 -5.972  -0.18
38 C -3.347 4.568 -6.379  -0.43
39 H -3.693 3.225 -3.282  0.38
40 H -2.613 5.285 -2.626  0.39
41 H -2.379 7.152 -4.319  0.46
42 H -2.560 6.418 -6.822  0.40
43 H -3.468 4.307 -7.420  0.43



3.
A structure of composition C19H16F6N4O4RuS6Sb, computed with the ωB97M-V functional and the def2-TZVPD basis.

Values from the calculation:
calculated total energy = -124550.5550 eV
⟨S²⟩ = 6.0422
net charge = -1
max |F| = 0.94 eV/Å
multiplicity = 5
HOMO (spin up / spin down) = -4.3370 / -4.6648 eV
HOMO-LUMO gap (spin up / spin down) = 6.5 / 5.7 eV
LUMO energy (spin up / spin down) = 2.15 / 1.02 eV

Each line ends with the Löwdin spin population.
Geometry (Å):
1 Ru -0.999 0.885 0.238  1.17
2 S -4.971 1.421 -3.677  0.76
3 Sb -4.198 1.085 -1.462  0.25
4 S -1.816 1.651 -1.668  0.24
5 S -3.004 0.416 1.012  0.76
6 S -5.336 2.991 -0.844  0.53
7 F 2.744 2.576 -2.598  0.00
8 C 3.351 2.303 -1.455  0.00
9 F 3.853 3.426 -0.948  0.00
10 F 4.364 1.470 -1.705  0.00
11 S 2.181 1.496 -0.231  0.00
12 O 1.069 1.048 -1.055  0.00
13 O 2.985 0.522 0.440  0.00
14 N 1.760 2.629 0.779  0.00
15 S 0.589 3.614 0.344  0.00
16 O 0.713 4.123 -0.984  0.00
17 O -0.722 3.185 0.812  0.02
18 C 0.989 4.999 1.494  0.00
19 F 2.136 5.575 1.147  0.00
20 F 1.095 4.554 2.747  0.00
21 F 0.021 5.907 1.445  0.00
22 C 2.211 0.736 4.983  0.00
23 N 1.039 0.889 4.146  0.00
24 C -0.133 1.532 4.478  0.00
25 C -0.925 1.465 3.376  0.01
26 N -0.254 0.797 2.378  0.01
27 C 0.916 0.470 2.874  0.00
28 H 1.957 1.035 5.997  0.00
29 H 3.027 1.361 4.623  0.00
30 H 2.536 -0.303 4.995  0.00
31 H -0.293 1.961 5.451  0.00
32 H -1.916 1.852 3.219  0.01
33 H 1.694 -0.054 2.342  0.00
34 N -0.533 -0.935 0.040  0.10
35 C -0.612 -1.820 -0.848  0.02
36 C -1.471 -1.681 -2.064  0.01
37 C -0.985 -1.056 -3.206  0.01
38 C -1.814 -0.874 -4.303  0.01
39 C -3.132 -1.305 -4.260  0.02
40 C -3.622 -1.921 -3.117  0.02
41 C -2.792 -2.111 -2.021  0.01
42 C 0.166 -3.091 -0.676  0.00
43 C 0.350 -3.975 -1.735  0.00
44 C 1.099 -5.132 -1.565  0.00
45 C 1.660 -5.425 -0.332  0.00
46 C 1.469 -4.552 0.734  0.00
47 C 0.731 -3.395 0.563  0.00
48 H 0.029 -0.676 -3.213  0.00
49 H -1.441 -0.361 -5.180  0.00
50 H -3.785 -1.138 -5.107  0.01
51 H -4.658 -2.231 -3.070  0.00
52 H -3.177 -2.567 -1.116  0.00
53 H -0.094 -3.754 -2.698  0.00
54 H 1.240 -5.808 -2.399  0.00
55 H 2.241 -6.329 -0.199  0.00
56 H 1.898 -4.780 1.702  0.00
57 H 0.573 -2.701 1.378  0.00



4.
An isolated molecule of C19H16N4O3 in a non-equilibrium geometry, computed with the ωB97M-V functional and the def2-TZVPD basis.

Values from the calculation:
calculated total energy = -32064.7547 eV
SMILES string = N#Cc1nc(-c2ccccc2)oc1N1CCN(C(=O)c2ccco2)CC1
net charge = 0
max |F| = 1.59 eV/Å
multiplicity = 1
HOMO = -7.8225 eV
HOMO-LUMO gap = 8.4 eV
LUMO energy = 0.55 eV

Each line ends with the Mulliken charge.
Geometry (Å):
1 N 3.769 -0.432 0.225  -0.61
2 C 2.715 -0.056 0.488  -0.28
3 C 1.416 0.369 0.771  0.50
4 C 0.395 -0.286 1.452  0.97
5 N 0.357 -1.442 2.175  -0.12
6 C 1.444 -2.378 1.982  -1.10
7 H 1.368 -3.120 2.779  0.34
8 H 2.399 -1.861 2.076  0.54
9 C 1.317 -3.041 0.584  -0.48
10 N -0.048 -2.896 0.128  0.03
11 C -0.461 -1.967 -0.794  0.86
12 O -1.612 -1.574 -0.825  -0.65
13 C 0.537 -1.508 -1.781  0.03
14 C 1.558 -2.129 -2.459  -0.26
15 C 2.093 -1.160 -3.332  -0.55
16 C 1.364 -0.027 -3.123  -0.54
17 O 0.420 -0.233 -2.206  -0.29
18 H 1.428 0.955 -3.548  0.52
19 H 2.909 -1.289 -4.013  0.46
20 H 1.865 -3.151 -2.368  0.58
21 C -1.003 -3.214 1.175  -0.84
22 H -1.999 -3.241 0.734  0.41
23 C -0.924 -2.125 2.274  -0.68
24 H -1.003 -2.569 3.270  0.45
25 H -1.718 -1.392 2.145  0.25
26 H -0.750 -4.200 1.571  0.38
27 H 1.995 -2.560 -0.119  0.16
28 H 1.565 -4.106 0.642  0.39
29 O -0.695 0.496 1.400  -0.44
30 C -0.321 1.598 0.676  0.78
31 N 0.914 1.557 0.300  -0.59
32 C -1.273 2.645 0.398  0.26
33 C -2.599 2.535 0.814  -0.41
34 C -3.495 3.547 0.530  -0.62
35 C -3.080 4.672 -0.165  -0.41
36 C -1.762 4.783 -0.582  -0.57
37 C -0.858 3.777 -0.305  -0.51
38 H 0.171 3.842 -0.621  0.47
39 H -1.441 5.659 -1.126  0.39
40 H -3.784 5.460 -0.384  0.39
41 H -4.522 3.459 0.851  0.40
42 H -2.918 1.653 1.349  0.42